The following is a quantum chemistry calculation of a molecular structure, C4H4O2Sm in a non-equilibrium geometry, from the OMol25 dataset.

Maximum force = 6.82 eV/Å
Energy above the lowest of the compared OMol25 structures with the same formula, charge and spin = 138.1 kJ/mol
Spin multiplicity = 7
Net charge = +2
⟨S²⟩ = 12.007
E_tot = -26190.185 eV
E_LUMO (alpha / beta) = -10.173 / -9.964 eV

Last column: Löwdin charge in e.
Element x y z (Å)
1 O 3.03929 0.62754 0.73575  0.114
2 C 2.31511 0.56357 -0.23717  -0.239
3 C 0.85989 0.52809 0.01082  0.081
4 H 2.69552 0.38296 -1.26033  0.144
5 H 0.39674 1.44778 0.38206  0.124
6 C -0.04192 -0.56787 -0.43630  -0.018
7 C -1.40979 -0.68629 -0.05358  -0.294
8 O -1.99021 -0.31053 0.94961  -0.125
9 Sm -4.53313 -0.10306 1.97397  1.903
10 H 0.42732 -1.43641 -0.90510  0.130
11 H -1.75881 -0.44577 -1.15972  0.178

Cartesian forces, eV/Å:
O -0.95 0.30 -1.07
C 1.34 -0.94 0.60
C -4.15 -2.82 -1.45
H -0.03 0.23 0.15
H 0.18 -0.43 0.38
C 5.42 2.06 3.60
C 0.71 3.62 -4.68
O -1.97 -0.43 1.78
Sm 1.33 -0.10 -0.44
H -0.27 0.33 -0.40
H -1.61 -1.82 1.52

The following is a quantum chemistry calculation of a molecular structure, C4H4O3 in a non-equilibrium geometry, from the OMol25 dataset.

Maximum force = 2.37 eV/Å
Energy above the lowest of the compared OMol25 structures with the same formula, charge and spin = 330.5 kJ/mol
E_tot = -10351.787 eV
E_LUMO = -0.745 eV

Last column: Löwdin charge in e.
Element x y z (Å)
1 C 0.76022 1.21006 -0.20594  0.004
2 C -1.18951 -0.32981 -0.63082  -0.120
3 C -0.44183 0.47191 0.32637  -0.544
4 C 0.10369 -1.52848 0.25528  -0.114
5 O -2.15528 -0.79752 -1.08594  0.210
6 O -0.95973 0.64258 1.44844  0.048
7 O 1.19597 -1.78072 -0.13643  0.090
8 H -0.48811 -2.09144 1.00743  0.135
9 H 1.58418 1.08914 0.49751  0.097
10 H 0.51110 2.26916 -0.29187  0.099
11 H 1.07930 0.84512 -1.18403  0.095

Cartesian forces, eV/Å:
C 0.35 -0.47 0.21
C 0.01 -0.68 1.98
C -1.20 2.03 -0.16
C 0.13 -0.34 -1.08
O 0.58 0.12 -0.46
O 0.73 -0.73 -1.14
O -0.49 0.06 0.35
H 0.08 0.08 0.13
H 0.02 0.13 -0.03
H -0.12 -0.11 0.11
H -0.09 -0.08 0.08

The following is a quantum chemistry calculation of a single C4H4O3 molecule, from the OMol25 dataset.

Maximum force = 0.47 eV/Å
Energy above the lowest of the compared OMol25 structures with the same formula, charge and spin = 80.4 kJ/mol
E_tot = -10354.379 eV
SMILES = O=CC(C=O)=CO
E_LUMO = -0.411 eV

Last column: Löwdin charge in e.
Element x y z (Å)
1 O -1.95339 0.67712 0.65189  0.108
2 C -0.76450 0.96394 0.19262  -0.068
3 C 0.21065 0.04021 -0.08587  -0.160
4 C -0.04407 -1.35701 0.19456  -0.197
5 O -1.16215 -1.80766 0.44211  0.019
6 C 1.49278 0.48791 -0.63834  -0.246
7 O 1.77647 1.64421 -0.87560  0.036
8 H -0.57769 2.02828 0.05958  0.150
9 H 0.83058 -2.03253 0.23002  0.132
10 H -2.02004 -0.31509 0.69442  0.100
11 H 2.21134 -0.32938 -0.86539  0.126

Cartesian forces, eV/Å:
O 0.13 -0.14 -0.11
C 0.02 0.04 -0.03
C -0.18 0.05 0.06
C -0.17 -0.06 0.05
O 0.30 0.25 0.14
C 0.09 0.28 -0.04
O -0.09 -0.45 0.09
H 0.01 -0.14 0.00
H -0.09 0.03 -0.21
H 0.02 0.03 -0.04
H -0.03 0.12 0.08

The following is a quantum chemistry calculation of a single C4H4O3 molecule, from the OMol25 dataset.

Maximum force = 0.60 eV/Å
Energy above the lowest of the compared OMol25 structures with the same formula, charge and spin = 164.5 kJ/mol
E_tot = -10353.508 eV
SMILES = C=C(O)C(=O)C=O
E_LUMO = -0.781 eV

Last column: Löwdin charge in e.
Element x y z (Å)
1 C -1.81680 -0.02716 -0.00394  0.107
2 C -0.52221 -0.13900 -0.30406  -0.336
3 O -0.03942 -0.26292 -1.56695  0.053
4 C 0.52511 -0.14103 0.76417  -0.284
5 O 0.26269 -0.32358 1.93396  0.117
6 C 1.99087 0.16433 0.42599  -0.156
7 O 2.34734 0.81604 -0.51961  0.098
8 H -2.14353 0.15580 1.01028  0.076
9 H -2.56705 -0.11152 -0.78629  0.076
10 H -0.72442 0.06765 -2.16285  0.118
11 H 2.68741 -0.19862 1.20930  0.132

Cartesian forces, eV/Å:
C 0.13 0.00 -0.01
C -0.36 0.07 0.21
O -0.10 0.05 -0.11
C -0.20 0.01 0.41
O 0.15 0.07 -0.53
C 0.25 0.28 -0.34
O -0.17 -0.28 0.50
H 0.11 -0.17 -0.04
H 0.07 0.15 0.11
H 0.21 -0.20 -0.10
H -0.09 0.01 -0.10

- The lowest maximum force belongs to which entry?
  number 3

- The lowest E_tot belongs to which entry?
  C4H4O2Sm

- What is the formula in the third record?
  C4H4O3

- Look up the energy above the lowest of the compared OMol25 structures with the same formula, charge and spin of the fourth one.
  164.5 kJ/mol